This record from the OMol25 dataset describes a 3-piece molecular cluster, C38H74N6O7P2 overall at a distorted geometry. The level of theory is ωB97M-V with the def2-TZVPD basis set.

Last column: Löwdin charge in e.
Element x y z (Å)
1 P -1.338 7.148 -7.713  0.753
2 P -4.587 -3.821 8.199  0.757
3 O -4.864 -4.592 6.885  -0.304
4 O 1.433 -0.019 -0.852  -0.046
5 O -0.815 -0.319 -0.481  -0.049
6 O 0.440 1.211 1.159  0.037
7 O 0.205 3.139 -1.992  -0.160
8 O -0.988 6.876 -9.197  -0.300
9 O -1.607 3.892 -3.473  -0.070
10 N -4.567 -5.273 9.132  -0.320
11 N -1.741 7.461 -6.008  -0.300
12 N -3.067 -3.323 7.680  -0.364
13 N -2.034 5.629 -7.516  -0.366
14 N -4.268 -2.936 9.710  -0.303
15 N -2.466 8.386 -8.131  -0.321
16 C 0.773 1.647 -3.975  -0.142
17 C 8.984 -2.592 -1.317  -0.110
18 C -2.195 -4.212 2.067  -0.132
19 C -2.292 -1.409 2.166  -0.006
20 C -0.180 -2.695 0.637  -0.112
21 C -3.902 8.350 -7.979  -0.147
22 C -2.607 6.758 -5.081  -0.115
23 C 6.250 -2.565 -1.735  -0.202
24 C -3.653 -1.442 3.086  -0.076
25 C -3.399 5.178 -7.641  -0.125
26 C -1.436 8.815 -5.541  -0.149
27 C 1.590 0.227 -3.677  -0.190
28 C -0.314 -1.692 -0.662  -0.207
29 C 1.120 -1.349 -1.451  -0.305
30 C -1.756 -3.894 7.867  -0.127
31 C -3.582 -4.266 3.000  -0.027
32 C 0.665 -0.932 -2.976  -0.113
33 C -1.120 4.506 -7.339  -0.125
34 C -1.572 -5.695 1.664  -0.127
35 C 2.168 -2.591 -1.230  -0.099
36 C -3.431 -5.875 9.792  -0.147
37 C -5.303 -3.075 10.737  -0.148
38 C -4.321 -2.887 3.490  -0.086
39 C 10.213 -2.038 -0.653  -0.272
40 C 7.582 -1.709 -1.313  -0.211
41 C 11.438 -1.253 -1.411  -0.108
42 C -5.407 -6.378 8.625  -0.147
43 C -3.046 -2.376 10.255  -0.117
44 C 0.363 0.411 0.091  -0.204
45 C 1.283 2.891 -3.000  -0.150
46 C -0.716 4.181 -2.486  -0.108
47 C 4.851 -2.079 -1.039  -0.334
48 C 4.740 -0.477 -0.721  -0.096
49 C 3.591 -2.426 -2.082  -0.160
50 C -2.182 9.124 -9.379  -0.148
51 C -1.512 -2.766 1.591  -0.085
52 C 10.307 -2.202 1.009  -0.107
53 C -3.027 -2.207 6.740  -0.122
54 H -6.282 -3.244 10.275  0.073
55 H -1.857 -0.333 1.911  0.086
56 H -2.346 5.701 -4.994  0.055
57 H -2.447 -6.490 1.638  0.082
58 H 4.391 0.111 -1.695  0.084
59 H 7.698 -0.758 -2.023  0.125
60 H -4.116 -0.415 3.429  0.086
61 H -3.243 -1.767 11.146  0.083
62 H 10.448 -3.322 1.341  0.081
63 H 3.851 -0.356 0.067  0.090
64 H -1.608 3.536 -7.458  0.083
65 H -2.293 9.481 -5.667  0.078
66 H -1.142 8.825 -4.484  0.073
67 H -1.342 -4.289 6.937  0.085
68 H 2.629 0.417 -3.130  0.094
69 H 0.869 1.930 -5.129  0.118
70 H -1.111 9.351 -9.465  0.072
71 H -0.713 5.312 -2.116  0.171
72 H -2.849 -5.159 10.375  0.062
73 H 6.211 -2.638 -2.909  0.120
74 H -3.254 -1.270 7.261  0.072
75 H -2.563 -1.686 9.559  0.078
76 H -4.066 -5.291 3.336  0.094
77 H -1.042 -2.110 -1.509  0.179
78 H 1.886 -0.186 -4.756  0.116
79 H 11.146 -1.492 1.466  0.077
80 H 3.792 -3.485 -2.590  0.119
81 H 9.088 -3.647 -1.835  0.105
82 H -5.403 -2.165 11.341  0.075
83 H -3.665 6.846 -5.341  0.075
84 H 0.813 -2.462 1.258  0.136
85 H -2.329 -3.141 10.559  0.073
86 H 0.007 -3.784 0.185  0.112
87 H -2.508 7.147 -4.060  0.083
88 H -6.377 -6.004 8.275  0.072
89 H 11.615 -0.233 -0.819  0.094
90 H 0.790 -1.919 -3.635  0.131
91 H 2.510 -2.743 -0.101  0.123
92 H -5.089 -3.912 11.406  0.078
93 H -5.633 -7.107 9.413  0.076
94 H -3.539 4.526 -8.506  0.085
95 H -4.917 -6.913 7.801  0.079
96 H 7.482 -1.286 -0.202  0.104
97 H -2.053 -2.087 6.260  0.088
98 H -2.775 -6.398 9.089  0.083
99 H 1.447 3.871 -3.661  0.135
100 H -3.758 -6.618 10.534  0.084
101 H -4.217 8.005 -6.992  0.062
102 H -1.065 -3.131 8.244  0.080
103 H 9.253 -1.815 1.403  0.076
104 H 1.648 -3.568 -1.668  0.137
105 H -1.711 -4.694 8.601  0.047
106 H -4.134 5.973 -7.717  0.047
107 H -0.485 -0.639 -3.063  0.132
108 H -0.850 -6.004 2.562  0.092
109 H 5.680 -0.002 -0.204  0.074
110 H 2.269 2.652 -2.413  0.135
111 H -0.590 9.232 -6.097  0.072
112 H 4.689 -2.675 -0.031  0.137
113 H -3.690 4.614 -6.746  0.083
114 H -0.381 1.410 -3.810  0.120
115 H 3.521 -1.652 -2.957  0.104
116 H -4.384 7.745 -8.752  0.083
117 H 6.442 -3.682 -1.357  0.121
118 H 11.049 -0.940 -2.490  0.084
119 H -3.764 -2.340 5.943  0.032
120 H -0.682 4.533 -6.335  0.062
121 H -4.329 9.361 -8.055  0.084
122 H 12.457 -1.838 -1.440  0.073
123 H -2.494 8.556 -10.264  0.080
124 H -0.970 -5.677 0.660  0.061
125 H -2.696 10.093 -9.401  0.076
126 H -5.315 -2.873 4.132  0.092
127 H -0.305 4.546 -8.067  0.070

lowest unoccupied orbital energy	-0.97	eV
multiplicity	1
strongest force on any atom	9.70	eV/A
Kohn-Sham gap	5.95	eV
M	788.99	g/mol
structure (SMILES)	CC(C)=CCC[C@@H](C)CC[C@]1(CCCCOC=O)OC(=O)O[C@@H]1Cc1ccccc1C.CN(C)P(=O)(N(C)C)N(C)C.CN(C)P(=O)(N(C)C)N(C)C

***

This record from the OMol25 dataset describes a 5-piece molecular cluster, C38H75F4N2O4 overall at a distorted geometry. The level of theory is ωB97M-V with the def2-TZVPD basis set.

Last column: Löwdin charge in e.
Element x y z (Å)
1 F 6.342 5.380 -3.322  0.138
2 F 4.084 5.899 -2.735  0.091
3 F 5.891 3.608 -4.454  0.157
4 F 3.417 4.280 -4.035  0.102
5 O 3.315 1.360 -0.698  -0.054
6 O 7.804 2.842 2.829  -0.060
7 O 1.045 1.119 -0.748  0.135
8 O 6.848 -1.003 -1.330  -0.161
9 N 7.277 4.007 -1.497  0.165
10 N 6.328 3.378 -2.144  0.036
11 C -10.359 3.022 1.607  -0.229
12 C 3.294 1.535 -2.127  -0.153
13 C -4.073 0.328 2.946  -0.219
14 C 7.884 3.330 -0.554  0.018
15 C 2.010 1.565 -0.216  -0.487
16 C -11.295 5.328 2.164  -0.113
17 C -5.861 0.549 0.384  -0.113
18 C -10.140 2.554 3.048  -0.227
19 C 5.705 4.181 -3.241  -0.364
20 C 1.803 2.377 1.107  0.035
21 C -1.111 -4.363 -3.697  -0.227
22 C -7.602 2.343 2.927  -0.127
23 C 6.463 1.330 -0.899  0.024
24 C -0.725 -5.822 -3.450  -0.274
25 C -10.248 4.532 1.393  -0.273
26 C -8.795 2.946 3.660  -0.265
27 C -4.477 -0.826 2.026  -0.222
28 C -1.564 0.208 2.514  -0.109
29 C 4.182 4.545 -2.937  -0.241
30 C 8.286 1.243 0.995  -0.105
31 C 0.743 -5.117 0.808  -0.106
32 C 7.552 1.944 -0.145  -0.033
33 C -2.813 1.082 2.524  -0.263
34 C 6.028 -0.120 -0.559  -0.158
35 C 7.601 1.490 2.396  -0.214
36 C -0.998 -6.729 -4.645  -0.109
37 C 1.640 -2.899 -3.426  -0.117
38 C 1.402 -2.060 0.641  -0.207
39 C -4.714 -0.438 0.566  -0.266
40 C 2.922 -2.050 0.807  -0.250
41 C 7.614 -1.909 -0.528  -0.092
42 C 1.013 -4.215 2.008  -0.261
43 C 5.844 2.125 -1.964  -0.027
44 C 3.390 -1.293 2.046  -0.089
45 C 0.630 -2.755 1.764  -0.222
46 C 4.735 1.418 -2.766  -0.031
47 C -0.343 -3.670 -4.826  -0.225
48 C 1.176 -3.659 -4.663  -0.266
49 H 4.483 -1.289 2.097  0.057
50 H 3.313 -3.071 0.833  0.106
51 H -2.951 1.538 1.539  0.100
52 H -6.794 0.139 0.776  0.073
53 H 0.329 -5.896 -3.165  0.096
54 H -0.314 -5.091 0.533  0.077
55 H -7.546 2.690 1.893  0.062
56 H -1.380 -0.219 3.503  0.081
57 H -2.180 -4.313 -3.926  0.112
58 H 4.629 1.731 -3.826  0.138
59 H -5.662 1.496 0.888  0.057
60 H -3.801 -0.027 0.125  0.097
61 H 2.065 -4.292 2.298  0.099
62 H 0.738 2.617 1.280  0.091
63 H -11.351 2.690 1.283  0.110
64 H 3.051 -0.255 2.019  0.051
65 H 0.759 -2.196 2.696  0.102
66 H 8.151 0.858 3.136  0.138
67 H 1.616 -3.187 -5.547  0.105
68 H -5.390 -1.282 2.424  0.112
69 H -3.712 -1.609 2.063  0.098
70 H -0.700 -2.637 -4.903  0.109
71 H 1.568 -4.679 -4.636  0.101
72 H 4.953 0.322 -2.791  0.138
73 H 8.718 3.807 0.004  0.149
74 H 4.950 -0.324 -0.735  0.105
75 H 1.005 -6.150 1.045  0.074
76 H -0.413 -6.434 -5.518  0.066
77 H 2.732 -2.894 -3.374  0.066
78 H -9.248 4.885 1.659  0.097
79 H -4.899 1.040 3.023  0.082
80 H 7.116 -2.218 0.420  0.103
81 H 2.718 0.674 -2.557  0.143
82 H -0.592 -4.142 -5.781  0.103
83 H -11.188 5.198 3.242  0.065
84 H 2.217 1.746 1.930  0.079
85 H 1.046 -1.028 0.566  0.089
86 H 3.362 -1.575 -0.077  0.080
87 H 6.195 -0.269 0.539  0.114
88 H -8.774 2.603 4.699  0.106
89 H -0.690 0.802 2.235  0.049
90 H -12.304 5.023 1.878  0.076
91 H -1.649 -0.609 1.796  0.056
92 H -7.660 1.252 2.922  0.073
93 H 0.434 -4.586 2.859  0.109
94 H 1.157 -2.530 -0.316  0.091
95 H -10.237 1.463 3.075  0.110
96 H -2.654 1.909 3.224  0.106
97 H -10.371 4.739 0.325  0.104
98 H -4.944 -1.346 0.000  0.105
99 H -10.942 2.941 3.684  0.101
100 H -3.927 -0.071 3.956  0.113
101 H -0.978 -3.802 -2.767  0.096
102 H -9.646 2.519 0.947  0.099
103 H -6.671 2.630 3.421  0.067
104 H 2.428 3.295 1.026  0.084
105 H 2.738 2.446 -2.444  0.121
106 H 1.268 -3.359 -2.509  0.046
107 H 8.658 -1.552 -0.328  0.092
108 H 8.386 0.146 0.846  0.098
109 H 3.808 4.074 -2.004  0.158
110 H 1.333 -4.820 -0.062  0.059
111 H -0.438 -2.703 1.529  0.105
112 H 7.741 -2.840 -1.137  0.107
113 H 6.999 3.340 2.617  0.095
114 H -0.733 -7.760 -4.405  0.071
115 H 9.332 1.633 1.089  0.143
116 H 1.298 -1.861 -3.455  0.071
117 H 6.524 1.208 2.353  0.123
118 H -1.299 -6.191 -2.595  0.104
119 H -11.192 6.394 1.949  0.069
120 H -8.693 4.034 3.696  0.100
121 H -6.007 0.765 -0.677  0.073
122 H 3.021 -1.753 2.963  0.078
123 H -2.056 -6.706 -4.916  0.078

lowest unoccupied orbital energy	-4.93	eV
multiplicity	1
strongest force on any atom	2.90	eV/A
Kohn-Sham gap	6.93	eV
charge	+1
M	700.02	g/mol

***

This record from the OMol25 dataset describes a 10-piece molecular cluster, C38H76Cl2O27 overall at a distorted geometry. The level of theory is ωB97M-V with the def2-TZVPD basis set.

Last column: Löwdin charge in e.
Element x y z (Å)
1 Cl -6.048 2.623 -1.966  0.575
2 Cl -2.440 4.731 -1.245  0.600
3 O -6.228 -2.205 -4.953  0.015
4 O 3.176 4.174 2.411  0.090
5 O 3.639 0.203 -3.208  -0.047
6 O -1.686 -3.313 -0.667  0.101
7 O -0.797 -4.212 1.307  0.025
8 O -5.438 -2.984 -6.922  -0.039
9 O -1.086 -2.235 -6.347  0.111
10 O -0.082 0.949 1.676  0.001
11 O 2.692 6.400 2.931  0.018
12 O -2.374 -2.742 1.405  -0.008
13 O -0.362 -1.528 6.098  -0.004
14 O 4.691 -2.423 3.491  0.012
15 O 1.562 -1.505 7.513  0.070
16 O 5.616 -0.967 -2.874  0.124
17 O -1.359 3.477 3.703  -0.032
18 O -3.314 2.861 2.443  0.094
19 O 4.119 -0.324 2.968  -0.052
20 O -4.178 -3.258 -5.050  0.109
21 O 1.028 -0.109 -0.072  0.106
22 O -0.397 1.599 -0.328  0.012
23 O -2.523 1.761 4.233  0.023
24 O 4.860 -1.806 1.355  0.123
25 O 4.784 -0.532 -5.004  0.027
26 O 1.791 5.488 1.130  -0.011
27 O 0.850 -3.492 -6.478  0.407
28 O 0.630 0.270 6.343  0.037
29 O 0.109 -2.142 -8.167  0.105
30 C -3.533 -2.013 1.006  -0.023
31 C 4.580 -1.524 2.499  -0.553
32 C 1.349 2.434 5.937  -0.096
33 C -4.961 3.762 -1.098  -0.599
34 C -0.824 -2.777 6.399  -0.066
35 C 2.297 6.157 5.210  -0.055
36 C -1.214 -1.783 -4.983  0.024
37 C 0.106 0.034 2.735  -0.020
38 C -3.616 0.181 5.744  -0.050
39 C -1.380 0.174 -2.198  -0.042
40 C 3.380 6.490 4.130  -0.194
41 C 4.192 -2.214 4.838  -0.199
42 C 5.915 -2.613 -5.591  -0.072
43 C -6.208 -1.939 -3.590  -0.208
44 C -1.183 4.749 3.183  -0.061
45 C -2.498 2.742 3.366  -0.532
46 C -3.732 3.850 -2.057  -0.702
47 C 4.817 -0.468 -3.665  -0.454
48 C 0.045 -2.646 -6.950  -0.394
49 C 1.524 4.503 0.137  -0.050
50 C 3.546 0.426 -1.851  -0.105
51 C 0.685 -1.024 6.708  -0.498
52 C 1.670 1.169 6.556  -0.260
53 C 2.599 5.257 2.211  -0.491
54 C -1.594 -3.403 0.545  -0.533
55 C -6.389 -2.167 -7.683  -0.025
56 C 0.250 0.710 0.391  -0.576
57 C -0.633 1.496 -1.772  -0.138
58 C 1.124 -2.428 -9.098  -0.159
59 C 0.296 -4.874 0.731  -0.252
60 C 5.690 -1.170 -5.802  -0.276
61 C -5.184 -2.781 -5.549  -0.507
62 C 0.420 -2.596 -10.467  -0.016
63 C -3.762 0.929 4.360  -0.127
64 C 3.958 0.894 2.202  -0.012
65 C 1.548 -4.119 1.020  -0.059
66 C -5.568 -0.582 -3.185  -0.068
67 C 4.138 -3.624 5.414  -0.055
68 H 0.859 3.722 0.507  0.081
69 H 0.488 -5.816 1.245  0.125
70 H 2.049 1.454 7.537  0.142
71 H -4.482 -0.593 -3.280  0.055
72 H -6.030 0.205 -3.781  0.063
73 H 4.992 1.183 2.019  0.101
74 H 2.518 0.838 5.956  0.127
75 H -4.038 4.210 -3.039  0.073
76 H 3.764 7.494 4.312  0.127
77 H 0.329 1.485 -2.284  0.110
78 H 1.224 4.914 -0.827  0.094
79 H 6.631 -0.636 -5.667  0.138
80 H -2.683 -0.377 5.817  0.045
81 H -0.704 -0.822 -4.911  0.105
82 H -3.879 0.180 3.577  0.097
83 H -0.269 5.271 3.464  0.089
84 H 0.454 -0.987 2.577  0.095
85 H 3.300 -3.828 6.080  0.076
86 H 3.572 1.627 2.911  0.074
87 H -3.505 0.870 6.581  0.081
88 H 4.978 -3.155 -5.468  0.078
89 H 4.699 -1.524 5.512  0.127
90 H -0.473 -3.213 -10.364  0.092
91 H 2.759 6.352 6.178  0.074
92 H -5.670 -2.810 -3.214  0.123
93 H 3.193 -1.808 4.679  0.105
94 H 1.316 -3.643 1.972  0.082
95 H 2.125 3.199 5.971  0.074
96 H -5.847 -1.553 -8.402  0.082
97 H -0.589 -0.572 -2.273  0.073
98 H 6.522 -2.886 -4.728  0.090
99 H -3.445 2.808 -2.198  0.032
100 H -0.849 -0.120 3.239  0.091
101 H -2.266 -0.130 -1.641  0.070
102 H -1.369 4.731 2.109  0.087
103 H -3.520 -1.153 1.676  0.078
104 H 2.882 1.215 -1.498  0.078
105 H 2.369 3.955 -0.279  0.087
106 H -0.645 -3.093 7.427  0.108
107 H 0.480 2.926 6.373  0.091
108 H -3.572 -1.682 -0.032  0.080
109 H 0.161 -5.055 -0.335  0.124
110 H -5.406 4.755 -1.038  0.076
111 H 0.247 -1.707 -11.073  0.091
112 H 3.147 -0.462 -1.360  0.087
113 H -0.862 -2.569 -4.316  0.126
114 H 2.053 5.103 5.345  0.038
115 H 5.322 -1.047 -6.820  0.125
116 H 1.646 -3.302 -8.709  0.129
117 H -1.032 2.448 -2.122  0.077
118 H -2.007 5.363 3.547  0.099
119 H -0.498 -3.576 5.733  0.101
120 H 3.919 -4.300 4.588  0.073
121 H 0.906 2.410 4.941  0.071
122 H 1.348 6.692 5.199  0.078
123 H 1.789 -1.571 -8.999  0.145
124 H -1.901 -2.685 6.260  0.091
125 H 4.160 5.743 4.283  0.125
126 H -4.441 -0.523 5.858  0.079
127 H -2.216 -1.516 -4.644  0.087
128 H -4.634 3.346 -0.144  0.061
129 H 6.179 -2.985 -6.581  0.083
130 H 1.840 -3.453 0.208  0.084
131 H -5.810 -0.373 -2.143  0.057
132 H 1.127 -3.195 -11.042  0.087
133 H -6.977 -2.858 -8.287  0.095
134 H -4.451 -2.558 1.224  0.098
135 H 4.578 0.594 -1.542  0.098
136 H 5.151 -3.898 5.710  0.082
137 H 0.857 0.573 3.313  0.092
138 H -1.856 0.236 -3.177  0.046
139 H -6.917 -1.464 -7.039  0.089
140 H -4.715 1.438 4.507  0.121
141 H 2.369 -4.813 1.200  0.084
142 H -7.212 -1.914 -3.167  0.130
143 H 3.383 0.911 1.276  0.082

lowest unoccupied orbital energy (spin up / spin down)	-3.57 / -9.44	eV
multiplicity	2
strongest force on any atom	5.59	eV/A
Kohn-Sham gap (spin up / spin down)	8.05 / 2.18	eV
charge	+1
M	1035.91	g/mol